1.
The following is a quantum chemistry calculation of a cluster of 2 separate species, H2 in total, from OMol25.

XYZ file:
```
2
Properties=species:S:1:pos:R:3:forces:R:3
H -0.176 -0.017 0.738 1.0 0.1 -4.3
H 0.176 0.017 -0.738 -1.0 -0.1 4.3
```
Forces are in eV/Å.

## Properties
* E_LUMO: -0.563 eV
* gap between HOMO and LUMO: 10.8 eV


2.
The following is a quantum chemistry calculation of the molecule C4H9NOS, from OMol25.

XYZ file:
```
16
Properties=species:S:1:pos:R:3:forces:R:3
C 1.782 1.093 1.758 1.1 0.0 0.8
C 0.837 0.841 0.656 -0.6 -0.9 -1.3
O 0.395 1.746 -0.012 -0.4 0.8 0.0
N 0.527 -0.474 0.376 0.9 -0.3 0.2
C -0.507 -1.026 -0.480 -1.4 1.2 -0.2
C -1.264 -0.004 -1.353 0.8 0.2 0.4
S -2.572 -0.782 -2.281 -0.6 -0.2 -1.0
H 1.572 2.061 2.202 -0.1 0.0 0.0
H 2.799 1.154 1.361 -0.1 0.0 -0.1
H 1.815 0.333 2.536 -0.2 -0.1 0.0
H 1.183 -1.166 0.708 -0.2 0.1 0.3
H -1.263 -1.459 0.182 0.1 -0.4 -0.1
H -0.166 -1.752 -1.214 0.5 -0.3 0.4
H -1.653 0.866 -0.840 0.0 -0.2 0.4
H -0.551 0.384 -2.083 -0.2 0.0 -0.1
H -2.935 -1.815 -1.517 0.2 0.1 0.4
```
Forces are in eV/Å.

## Properties
* E_LUMO: 0.703 eV
* structure (SMILES): CC(=O)NCCS
* gap between HOMO and LUMO: 9.7 eV


3.
The following is a quantum chemistry calculation of a structure of composition C4H7BrS2, from OMol25.

XYZ file:
```
14
Properties=species:S:1:pos:R:3:forces:R:3
C 2.267 -0.818 -0.655 -1.0 2.8 0.4
C -0.892 1.173 1.222 -1.7 -3.0 1.0
C -0.851 -0.281 -0.886 -1.1 3.4 -0.7
C -0.269 0.017 0.424 1.2 2.0 0.5
S 3.299 -0.514 -1.822 0.6 0.0 -0.2
S 1.414 0.685 0.221 1.4 -3.2 -0.7
Br 1.729 -2.540 -0.224 -0.2 -0.6 0.5
H -0.325 1.343 2.120 0.2 0.1 0.4
H -1.037 2.078 0.717 -0.2 1.2 -1.0
H -1.881 0.714 1.527 0.7 1.1 -0.1
H -0.640 -1.232 -1.138 0.3 -3.3 -1.0
H -0.502 0.365 -1.693 0.0 0.1 0.1
H -1.900 -0.090 -0.764 -0.9 -0.4 -0.4
H -0.413 -0.900 0.952 0.8 -0.4 1.1
```
Forces are in eV/Å.

## Properties
* E_LUMO: -0.541 eV
* gap between HOMO and LUMO: 8.3 eV


4.
The following is a quantum chemistry calculation of a structure of composition C5H6O2, from OMol25.

XYZ file:
```
13
Properties=species:S:1:pos:R:3:forces:R:3
O -0.576 -1.281 -1.318 0.1 0.0 -0.3
C -0.161 -0.359 -0.298 0.1 0.2 0.3
C -0.477 1.017 -0.885 -0.2 0.2 0.2
O 0.368 0.730 -2.030 -0.1 0.0 -0.3
C 0.621 -0.546 -1.515 0.3 -0.2 -0.2
C 0.027 0.115 2.098 0.0 -0.1 0.0
C -0.010 -0.766 1.102 0.0 0.1 0.1
H -0.091 1.867 -0.317 0.0 -0.1 -0.1
H -1.515 1.166 -1.189 0.1 0.0 0.2
H 1.515 -1.055 -1.856 -0.2 -0.1 0.2
H -0.101 1.181 1.922 0.1 -0.2 0.0
H 0.199 -0.198 3.122 -0.1 0.0 -0.1
H 0.104 -1.833 1.282 0.0 0.2 0.0
```
Forces are in eV/Å.

## Properties
* E_LUMO: 0.977 eV
* gap between HOMO and LUMO: 10.4 eV


5.
The following is a quantum chemistry calculation of a cluster of 11 separate species, C17H56N2O11 in total, from OMol25.

XYZ file:
```
86
Properties=species:S:1:pos:R:3:forces:R:3
N 3.365 -0.469 -2.013 5.3 -0.5 3.5
C 2.265 -0.913 -2.486 -2.5 -8.1 -1.9
N 1.494 0.002 -2.961 -3.5 1.5 -2.3
O 2.022 -2.253 -2.601 0.6 5.7 0.9
H 3.803 -0.971 -1.237 -0.2 -0.3 -0.9
H 3.541 0.485 -1.887 -0.2 1.6 -0.1
H 0.570 -0.247 -3.400 1.6 0.8 0.5
H 1.737 0.994 -3.023 -0.3 -1.0 0.2
C -0.342 4.387 1.079 -1.8 -1.2 0.7
C -0.918 4.313 -0.323 -1.2 -0.4 1.6
O -0.871 5.571 -0.877 0.5 1.4 -1.0
H 0.141 3.415 1.185 0.6 0.4 0.7
H -1.173 4.413 1.815 0.4 -0.1 -0.3
H 0.217 5.271 1.303 0.9 0.2 -0.3
H -1.999 4.039 -0.228 0.8 -0.5 -0.3
H -0.333 3.581 -0.862 -0.3 -0.3 -0.5
H -1.201 5.497 -1.769 -0.2 0.3 -0.5
C -4.258 0.609 -0.961 1.4 0.0 -1.2
C -3.389 1.553 -1.753 0.6 -0.3 1.8
O -3.703 1.304 -3.073 0.2 0.0 -1.5
H -4.206 -0.336 -1.483 0.1 -0.5 0.0
H -5.247 0.936 -1.023 -1.7 0.5 0.5
H -3.831 0.520 -0.001 -0.1 -0.1 1.4
H -2.341 1.338 -1.464 -0.1 0.0 -0.6
H -3.526 2.588 -1.469 -0.4 0.4 0.0
H -3.270 1.951 -3.628 0.0 0.3 -0.4
C 3.124 1.039 1.462 -0.2 -0.3 1.1
C 2.281 1.878 2.451 -0.3 0.3 -0.6
O 2.687 1.459 3.754 0.4 -0.7 -1.1
H 2.900 1.196 0.450 -1.3 0.2 -1.5
H 3.004 -0.052 1.685 0.1 1.0 -0.2
H 4.165 1.282 1.397 0.9 0.2 1.0
H 1.182 1.689 2.236 1.2 0.0 0.5
H 2.403 2.993 2.464 0.2 -0.8 -0.8
H 2.235 1.981 4.384 -0.7 0.7 1.2
C -1.272 -1.553 -2.194 -0.7 -0.4 -0.8
C -1.353 -1.251 -3.682 -2.9 -1.2 0.5
O -1.111 0.087 -3.915 2.7 1.6 -1.3
H -0.224 -1.561 -2.033 0.9 -0.2 1.1
H -1.679 -2.542 -1.999 0.0 0.0 0.0
H -1.806 -0.829 -1.560 0.2 0.0 -0.4
H -2.362 -1.255 -4.049 -1.1 -1.5 0.0
H -0.814 -2.015 -4.281 0.4 1.1 0.2
H -1.745 0.595 -3.420 -0.5 0.1 0.3
C 2.005 -3.447 3.550 0.8 1.5 1.4
C 1.524 -1.978 3.304 2.4 -0.5 1.6
O 2.538 -1.189 3.963 -0.6 1.4 -0.7
H 1.562 -4.016 2.793 -0.3 -1.5 -1.1
H 1.677 -3.814 4.552 0.0 0.3 -0.8
H 3.145 -3.521 3.593 -1.6 0.2 -0.6
H 0.563 -1.821 3.758 -0.6 0.1 0.4
H 1.454 -1.663 2.281 0.0 -0.3 -0.8
H 2.522 -0.227 3.653 -0.1 -1.8 1.0
C -0.036 -3.911 -0.372 0.5 0.6 0.0
C 1.127 -4.790 -0.614 2.1 0.5 0.0
O 0.663 -6.022 -1.062 -0.8 -1.7 0.5
H 0.226 -2.869 -0.336 0.5 0.4 0.3
H -0.540 -4.171 0.551 -0.5 -0.3 -0.1
H -0.586 -3.974 -1.281 -1.2 -0.4 -0.2
H 1.843 -4.799 0.229 -0.6 -0.6 0.4
H 1.790 -4.510 -1.414 0.0 1.5 -0.4
H 1.407 -6.459 -1.470 0.1 -0.4 -0.1
C 0.051 0.708 -0.067 0.0 1.2 -2.1
O 0.449 -0.415 0.587 -0.6 -2.0 1.3
H 0.235 0.602 -1.154 -1.1 -0.1 0.2
H 0.700 1.522 0.111 1.2 1.0 0.9
H -0.906 1.115 0.239 -0.6 -0.3 -0.2
H -0.363 -0.968 0.733 1.0 0.5 -0.1
C -1.221 0.863 3.301 -2.5 -0.6 0.3
O -2.272 1.128 2.356 -0.4 -1.1 -0.5
H -0.577 0.114 2.870 0.7 0.0 0.4
H -1.673 0.599 4.287 0.4 -0.6 -0.6
H -0.835 1.812 3.512 1.4 1.3 -0.1
H -2.527 0.261 1.943 0.5 1.1 0.6
C 1.429 3.278 -2.590 -0.5 3.3 -1.2
O 0.689 2.582 -3.584 1.0 0.1 -0.3
H 2.302 3.796 -3.010 0.1 -0.5 -0.2
H 1.776 2.723 -1.763 -0.1 -1.0 1.1
H 0.827 4.174 -2.306 0.4 -0.9 0.4
H 1.264 2.671 -4.359 -0.8 -0.4 -0.1
C -1.941 -2.460 2.504 0.6 0.4 1.6
O -1.972 -1.606 1.394 -1.3 -0.3 -1.5
H -2.577 -3.296 2.517 -1.3 -1.1 -0.9
H -2.263 -1.897 3.379 0.5 0.1 0.3
H -0.965 -2.903 2.617 0.5 0.3 0.2
H -2.675 -1.937 0.797 0.7 0.4 0.2
```
Forces are in eV/Å.

## Properties
* E_LUMO: 0.136 eV
* structure (SMILES): NC(N)=O.CCO.CCO.CCO.CCO.CCO.CCO.CO.CO.CO.CO
* gap between HOMO and LUMO: 9.1 eV


6.
The following is a quantum chemistry calculation of a structure of composition C17H26CoN2, from OMol25.

XYZ file:
```
46
Properties=species:S:1:pos:R:3:forces:R:3
C 2.304 -2.751 -0.823 -2.5 0.1 -0.9
C 3.137 -1.621 -0.405 -1.0 3.1 1.3
H 1.684 -3.171 -0.043 0.5 -0.3 0.6
H 2.682 -3.521 -1.430 1.0 -1.1 -0.6
H 1.464 -2.305 -1.414 0.7 -0.3 -0.1
H 2.306 -0.919 -0.070 1.1 -0.3 0.2
H 3.818 -1.651 0.442 0.1 -0.7 0.0
H 3.591 -0.977 -1.153 0.3 -0.6 -0.6
C -2.279 -1.390 -1.133 -2.0 1.2 0.0
C -3.685 -1.504 -1.290 1.6 1.3 0.3
C -4.423 -0.308 -1.259 -0.7 -0.8 -0.1
C -3.837 0.941 -1.104 0.9 0.7 0.1
H -1.611 -2.258 -1.149 -0.1 0.5 0.1
H -4.113 -2.481 -1.399 -0.4 -0.1 -0.1
H -5.510 -0.382 -1.363 0.4 0.1 0.0
H -4.370 1.888 -1.085 -0.4 -0.4 -0.1
N -1.754 -0.166 -0.943 -3.7 -0.5 -1.0
C -2.454 1.020 -0.947 -0.8 -2.5 0.0
C -1.597 2.192 -0.738 2.2 0.8 0.6
N -0.288 1.847 -0.548 0.3 4.3 -0.2
C 0.768 2.710 -0.473 -2.4 0.5 -0.2
C -0.861 4.465 -0.534 -0.1 0.1 0.0
C 0.485 4.078 -0.452 -0.1 -0.8 0.0
H 1.768 2.277 -0.468 -0.3 0.0 0.2
H 1.309 4.779 -0.359 -0.3 0.1 -0.1
C -1.902 3.540 -0.691 -0.4 0.0 -0.1
H -2.960 3.801 -0.781 0.5 0.4 0.0
H -1.096 5.525 -0.491 0.0 -0.2 0.0
Co -0.047 0.112 -0.586 5.5 -4.5 1.5
C 0.839 0.032 -2.382 0.4 0.0 -0.8
H 1.153 1.062 -2.632 0.1 -0.2 0.0
H 0.019 -0.168 -3.094 0.1 -0.1 0.0
H 1.668 -0.636 -2.665 -0.2 0.2 0.1
C 1.500 -2.443 2.428 0.1 -0.3 0.2
C 0.784 -1.100 2.582 -0.2 0.0 0.6
C 1.760 -0.083 3.173 0.1 0.2 0.2
C -0.047 -0.531 1.410 0.1 -0.4 0.1
H 2.501 -2.351 1.991 -0.3 0.0 0.0
H 0.934 -3.167 1.840 -0.1 0.1 0.0
H 1.640 -2.905 3.421 0.0 0.2 -0.2
H 0.020 -1.281 3.373 0.4 0.1 -0.2
H 2.537 0.223 2.458 -0.2 -0.1 0.0
H 1.233 0.823 3.494 0.0 -0.1 -0.1
H 2.271 -0.485 4.063 -0.1 0.0 -0.3
H -0.940 -1.186 1.393 0.0 0.2 -0.1
H -0.400 0.423 1.837 -0.3 0.0 -0.1
```
Forces are in eV/Å.

## Properties
* E_LUMO (alpha / beta): -0.731 / -1.064 eV
* 2S+1: 4
* gap between HOMO and LUMO (alpha / beta): 6.0 / 6.5 eV


Values for largest force on an atom, hartree/bohr, ordered as above
0.0850 0.0355 0.0708 0.0075 0.1684 0.1408